No. 1
Entry from OMol25: a structure of composition C22H29FeN8O4S (ωB97M-V/def2-TZVPD).

Results
**Total energy**: -88621.4463 eV
**F_max**: 0.0120 hartree/bohr
**Relative energy (zero: lowest compared OMol25 entry of this formula, charge and spin)**: 26.81 kcal/mol
**M**: 557.44 u
**Orbital gap (alpha / beta)**: 6.6 / 6.6 eV
**HOMO energy (alpha / beta)**: -4.326 / -4.296 eV

ORCA input file:
```
! wB97M-V def2-TZVPD RIJCOSX def2/J DEFGRID3
* xyz -1 1
Fe 0.549 -0.238 -0.128
N 1.618 -0.943 -1.728
C 2.867 -1.559 -1.220
C 3.303 -0.902 0.088
O 4.494 -0.901 0.438
N 2.242 -0.454 0.737
C 2.308 0.098 2.065
C 1.113 1.030 2.299
O 1.035 1.665 3.345
O 0.253 1.095 1.323
H 1.078 -1.587 -2.302
H 1.829 -0.100 -2.250
H 3.684 -1.528 -1.942
H 2.653 -2.603 -0.997
H 3.247 0.619 2.262
H 2.235 -0.695 2.821
N 1.366 -4.972 -0.117
C 0.575 -3.844 -0.288
S -0.235 -3.667 -1.800
N 0.456 -3.115 0.785
N -0.229 -1.942 0.626
C -1.332 -1.786 1.261
C -1.921 -2.800 2.178
C -3.201 -3.297 1.956
C -3.755 -4.229 2.825
C -3.035 -4.662 3.929
C -1.756 -4.166 4.156
C -1.199 -3.246 3.282
C -2.067 -0.545 0.944
C -3.101 -0.070 1.740
C -3.744 1.099 1.378
C -3.343 1.755 0.227
C -2.296 1.216 -0.501
N -1.673 0.094 -0.168
H 1.632 -5.421 -0.975
H 2.065 -4.904 0.607
H -3.759 -2.959 1.091
H -4.748 -4.619 2.634
H -3.466 -5.389 4.608
H -1.187 -4.504 5.013
H -0.194 -2.874 3.435
H -3.371 -0.603 2.641
H -4.538 1.499 1.996
H -3.812 2.675 -0.095
H -1.918 1.710 -1.387
C 2.523 2.885 -0.398
N 1.861 3.436 -1.577
C 2.645 4.367 -2.364
C 0.793 2.761 -2.080
O 0.473 1.638 -1.696
N 0.094 3.399 -3.101
C -0.307 4.788 -2.944
C -0.864 2.595 -3.836
H 3.027 3.698 0.126
H 3.262 2.125 -0.667
H 1.781 2.440 0.259
H 3.685 4.031 -2.383
H 2.627 5.375 -1.940
H 2.280 4.408 -3.387
H 0.308 5.285 -2.201
H -1.350 4.850 -2.612
H -0.218 5.326 -3.892
H -0.538 1.560 -3.859
H -0.941 2.978 -4.856
H -1.862 2.627 -3.385
*
```



No. 2
Entry from OMol25: a structure of composition C22H29N3O2Re in a non-equilibrium geometry (ωB97M-V/def2-TZVPD).

Results
**Total energy**: -33936.1238 eV
**F_max**: 0.0760 hartree/bohr
**Relative energy (zero: lowest compared OMol25 entry of this formula, charge and spin)**: 33.43 kcal/mol
**M**: 553.70 u
**Orbital gap (alpha / beta)**: 3.0 / 3.9 eV
**HOMO energy (alpha / beta)**: -19.685 / -19.989 eV

ORCA input file:
```
! wB97M-V def2-TZVPD RIJCOSX def2/J DEFGRID3
* xyz 4 2
Re 0.083 -0.190 -0.256
C 1.087 -0.566 4.086
C 1.028 -1.743 3.118
C 2.129 -2.790 3.445
C 1.276 -1.382 1.690
C 1.969 -0.209 1.280
C 2.443 -0.062 -0.039
C 2.139 -0.990 -1.052
C 2.720 -0.888 -2.433
C 1.241 -2.045 -0.691
C 0.827 -2.229 0.649
H 0.734 -0.889 5.064
H 0.454 0.268 3.768
H 2.107 -0.201 4.216
H 0.058 -2.245 3.179
H 3.123 -2.344 3.385
H 2.084 -3.662 2.792
H 1.970 -3.130 4.468
H 2.226 0.542 2.017
H 3.034 0.815 -0.288
H 2.082 -0.317 -3.110
H 2.855 -1.885 -2.852
H 3.693 -0.398 -2.396
H 0.944 -2.772 -1.438
H 0.190 -3.076 0.882
C -1.998 1.034 -5.473
N -1.446 0.947 -4.108
C -0.895 2.097 -3.383
C -0.509 1.420 -2.115
O 0.026 1.794 -1.041
N -0.776 0.105 -2.151
C -1.351 -0.162 -3.400
N -1.741 -1.356 -3.782
H -2.031 2.082 -5.759
H -3.013 0.638 -5.488
H -1.355 0.498 -6.171
H -1.635 2.889 -3.233
H -0.024 2.524 -3.891
H -1.617 -2.165 -3.194
H -2.129 -1.513 -4.704
C -3.644 -0.469 0.466
C -2.749 0.518 1.120
O -1.512 0.541 0.862
C -3.278 1.458 2.106
C -2.411 2.368 2.755
C -2.885 3.291 3.729
C -4.214 3.328 4.040
C -5.084 2.442 3.419
C -4.612 1.499 2.427
H -3.083 -1.123 -0.200
H -4.431 0.037 -0.100
H -4.142 -1.077 1.226
H -1.361 2.364 2.490
H -2.186 3.959 4.217
H -4.610 4.025 4.767
H -6.135 2.457 3.683
H -5.346 0.850 1.966
*
```



No. 3
Entry from OMol25: a cluster of 4 separate species, C22H29NOPS in total in a non-equilibrium geometry (ωB97M-V/def2-TZVPD).

Results
**Total energy**: -46938.6359 eV
**F_max**: 0.0272 hartree/bohr
**M**: 386.52 u
**Orbital gap**: 7.4 eV
**HOMO energy**: -10.774 eV

ORCA input file:
```
! wB97M-V def2-TZVPD RIJCOSX def2/J DEFGRID3
* xyz 1 1
S -0.525 1.616 4.020
P -0.338 -0.026 3.072
N 1.267 -0.865 3.268
C 2.428 0.080 2.977
C 3.146 0.616 4.217
O 3.224 -0.309 5.268
C 1.935 -0.701 5.664
C 1.375 -1.597 4.593
H -1.193 -1.068 3.433
H -0.416 0.092 1.681
H 1.297 -1.592 2.552
H 3.094 -0.419 2.281
H 2.007 0.934 2.452
H 2.676 1.543 4.544
H 4.164 0.846 3.921
H 1.305 0.170 5.845
H 2.001 -1.264 6.589
H 0.419 -2.044 4.848
H 2.086 -2.405 4.439
C 5.875 0.871 0.399
C 6.687 0.279 -0.557
C 6.286 0.251 -1.885
C 5.075 0.817 -2.259
C 4.261 1.410 -1.305
C 4.663 1.435 0.024
H 6.194 0.903 1.434
H 7.636 -0.154 -0.268
H 6.921 -0.208 -2.630
H 4.768 0.800 -3.296
H 3.321 1.858 -1.598
H 4.032 1.910 0.767
C -1.732 0.579 -1.440
C -1.430 -0.079 -2.624
C -1.757 -1.419 -2.777
C -2.390 -2.104 -1.750
C -2.699 -1.447 -0.568
C -2.368 -0.105 -0.413
H -1.478 1.625 -1.320
H -0.945 0.454 -3.431
H -1.522 -1.929 -3.702
H -2.649 -3.147 -1.874
H -3.204 -1.978 0.230
H -2.615 0.411 0.509
C -6.874 -0.450 -4.207
C -6.057 -0.772 -3.133
C -5.087 0.123 -2.703
C -4.940 1.344 -3.347
C -5.758 1.667 -4.421
C -6.723 0.769 -4.852
H -7.629 -1.149 -4.542
H -6.177 -1.723 -2.629
H -4.444 -0.131 -1.875
H -4.186 2.044 -3.011
H -5.643 2.620 -4.921
H -7.360 1.020 -5.690
*
```



No. 4
Entry from OMol25: a structure of composition C22H30BrF4N6O2SeSr (ωB97M-V/def2-TZVPD).

Results
**Total energy**: -183438.5729 eV
**F_max**: 0.0120 hartree/bohr
**Relative energy (zero: lowest compared OMol25 entry of this formula, charge and spin)**: 3.55 kcal/mol
**M**: 733.00 u
**Orbital gap**: 6.4 eV
**HOMO energy**: -4.121 eV

ORCA input file:
```
! wB97M-V def2-TZVPD RIJCOSX def2/J DEFGRID3
* xyz -1 1
Sr 0.241 -0.609 0.081
C 3.328 0.876 -1.210
N 2.826 -0.095 -0.253
C 2.965 0.383 1.119
C 3.472 -1.397 -0.466
C 2.982 -2.543 0.414
N 1.568 -2.779 0.220
C 1.014 -3.890 0.702
C -0.393 -4.048 0.564
F -1.078 -3.020 -0.019
C -1.102 -5.140 0.981
F -2.438 -5.159 0.782
C -0.489 -6.218 1.599
C 0.877 -6.101 1.770
F 1.545 -7.109 2.374
C 1.605 -5.006 1.356
F 2.942 -5.032 1.604
H 3.134 0.521 -2.223
H 4.411 1.043 -1.097
H 2.817 1.830 -1.068
H 2.605 1.411 1.191
H 3.999 0.350 1.493
H 2.357 -0.223 1.799
H 4.560 -1.294 -0.307
H 3.303 -1.670 -1.511
H 3.225 -2.330 1.466
H 3.613 -3.393 0.129
H -1.039 -7.083 1.933
N -2.506 -0.418 0.356
C -2.783 0.496 -0.748
C -4.249 0.749 -1.085
C -4.473 1.742 -2.233
C -3.672 1.531 -3.523
N -2.206 1.495 -3.442
C -1.381 2.504 -3.245
N -0.067 2.331 -3.479
N -1.846 3.718 -2.869
C -1.970 1.792 -0.501
O -2.585 2.866 -0.337
O -0.717 1.654 -0.539
H -2.973 -1.311 0.250
H -2.720 -0.038 1.272
H -2.320 0.018 -1.613
H -4.766 1.130 -0.200
H -4.704 -0.215 -1.337
H -4.306 2.747 -1.856
H -5.524 1.699 -2.538
H -3.946 2.317 -4.231
H -3.945 0.577 -3.976
H -1.740 0.583 -3.503
H 0.209 1.349 -3.587
H 0.524 2.822 -2.824
H -2.412 3.660 -2.010
H -1.113 4.405 -2.770
Se -0.212 -0.511 3.173
C 0.630 1.197 3.320
C 0.129 2.327 2.665
C 0.808 3.538 2.697
C 2.000 3.662 3.399
C 2.497 2.556 4.079
C 1.822 1.345 4.040
H -0.791 2.253 2.099
H 0.398 4.386 2.161
H 2.531 4.606 3.422
H 3.422 2.634 4.639
H 2.225 0.482 4.558
Br -0.121 -0.956 -3.106
*
```



No. 5
Entry from OMol25: a structure of composition C22H30Cl2N2O4S5Tb in a non-equilibrium geometry (ωB97M-V/def2-TZVPD).

Results
**Total energy**: -136127.8656 eV
**F_max**: 0.0411 hartree/bohr
**Relative energy (zero: lowest compared OMol25 entry of this formula, charge and spin)**: 10.36 kcal/mol
**M**: 776.66 u
**Orbital gap (alpha / beta)**: 7.5 / 7.5 eV
**HOMO energy (alpha / beta)**: -10.518 / -10.527 eV

ORCA input file:
```
! wB97M-V def2-TZVPD RIJCOSX def2/J DEFGRID3
* xyz 1 7
Tb 0.451 -0.072 0.078
C 0.632 3.931 -0.708
C -0.532 3.743 0.257
S -0.054 2.580 1.551
C -1.554 2.513 2.551
C -2.806 2.053 1.820
S -2.616 0.370 1.195
C -3.781 0.386 -0.181
C -3.366 1.268 -1.353
S -1.747 0.761 -1.967
C -1.232 2.234 -2.879
C 0.281 2.322 -3.019
S 1.238 2.415 -1.490
H 1.484 4.363 -0.184
H 0.362 4.631 -1.501
H -1.412 3.382 -0.275
H -0.780 4.703 0.715
H -1.722 3.503 2.977
H -1.289 1.847 3.374
H -3.033 2.732 0.998
H -3.650 2.093 2.510
H -4.769 0.685 0.172
H -3.863 -0.655 -0.499
H -3.336 2.321 -1.065
H -4.101 1.172 -2.153
H -1.622 3.115 -2.367
H -1.672 2.219 -3.877
H 0.535 3.187 -3.634
H 0.676 1.437 -3.517
Cl 1.466 -5.939 -4.361
C 1.339 -4.391 -3.647
C 0.746 -3.355 -4.394
C 0.634 -2.108 -3.829
Cl -0.059 -0.840 -4.772
C 1.076 -1.828 -2.506
O 0.939 -0.663 -1.975
C 1.706 -2.917 -1.773
C 2.249 -2.738 -0.470
O 2.163 -1.687 0.242
C 1.824 -4.179 -2.361
H 0.389 -3.533 -5.397
H 2.796 -3.597 -0.062
H 2.290 -4.984 -1.811
C 1.242 -1.483 5.664
N 0.692 -1.656 4.320
C 0.377 -2.896 3.863
C -0.119 -3.118 2.628
C -0.270 -1.976 1.787
O -0.622 -2.022 0.559
N 0.036 -0.747 2.254
C 0.490 -0.524 3.526
O 0.701 0.596 3.960
H 0.775 -2.202 6.334
H 1.025 -0.475 5.999
H 2.321 -1.633 5.655
H 0.549 -3.702 4.565
H -0.376 -4.107 2.285
C 3.460 2.604 1.483
S 3.063 0.850 1.520
C 4.427 0.258 0.503
H 4.448 2.759 1.913
H 2.727 3.133 2.089
H 3.449 2.991 0.462
H 4.325 0.573 -0.535
H 4.432 -0.826 0.552
H 5.361 0.641 0.912
*
```



No. 6
Entry from OMol25: a structure of composition C22H30ClN3O4 in a non-equilibrium geometry (ωB97M-V/def2-TZVPD).

Results
**Total energy**: -48461.1848 eV
**F_max**: 0.3781 hartree/bohr
**Relative energy (zero: lowest compared OMol25 entry of this formula, charge and spin)**: 583.26 kcal/mol
**M**: 435.95 u
**Orbital gap**: 8.5 eV
**HOMO energy**: -7.981 eV

ORCA input file:
```
! wB97M-V def2-TZVPD RIJCOSX def2/J DEFGRID3
* xyz 0 1
C -5.712 1.656 -0.161
H -4.915 1.713 -0.760
O -5.919 0.419 0.622
C -4.859 0.259 1.474
C -4.992 -0.879 1.896
C -3.929 -1.399 2.999
C -2.812 -0.534 3.498
C -2.911 0.573 2.747
C -3.762 1.036 1.800
O -3.728 2.389 1.375
C -2.521 2.941 1.662
C -1.262 2.447 1.004
C -1.052 2.126 -0.150
C 0.381 1.520 0.156
N 0.769 2.000 1.159
O -0.083 2.613 1.993
C 1.198 1.161 -0.936
O 0.913 1.222 -2.092
N 2.156 0.173 -0.640
C 2.780 0.006 0.811
H 1.836 -0.185 1.246
H 3.372 0.832 1.218
H 3.409 -0.908 0.802
C 3.243 -0.298 -1.603
C 4.430 0.026 -1.818
H 4.515 1.285 -1.541
H 5.001 -0.008 -0.730
C 5.327 -0.437 -2.816
N 5.308 -1.674 -2.920
H 5.737 -2.009 -3.680
C 3.817 -2.420 -3.022
C 3.026 -1.764 -1.921
H 2.005 -2.150 -1.830
H 3.509 -2.075 -0.928
C 4.110 -3.755 -2.832
H 4.528 -4.435 -3.621
H 3.020 -4.341 -2.793
H 4.851 -4.001 -1.722
C 3.096 -2.145 -4.295
H 3.857 -2.443 -5.120
H 2.707 -0.995 -4.231
H 2.462 -2.850 -4.191
C 6.975 -0.060 -2.520
H 7.546 -0.208 -3.374
H 7.208 -0.827 -1.783
H 6.941 1.010 -2.152
C 5.025 0.673 -4.013
H 5.449 0.260 -4.869
H 3.927 0.540 -4.333
H 5.606 1.485 -3.978
H 2.604 0.108 -2.659
H -1.652 1.722 -0.925
H -2.687 3.291 2.741
H -2.789 4.184 1.253
H -2.107 1.318 3.361
H -2.209 -1.076 4.363
Cl -4.186 -3.013 3.576
H -5.611 -1.690 1.703
H -5.842 2.471 0.363
H -6.534 1.585 -0.620
*
```



No. 7
Entry from OMol25: a structure of composition C22H30CrN3O3S4Sb in a non-equilibrium geometry (ωB97M-V/def2-TZVPD).

Results
**Total energy**: -112215.6109 eV
**F_max**: 0.0383 hartree/bohr
**Relative energy (zero: lowest compared OMol25 entry of this formula, charge and spin)**: 33.81 kcal/mol
**M**: 686.52 u
**Orbital gap (alpha / beta)**: 5.0 / 5.0 eV
**HOMO energy (alpha / beta)**: -0.862 / -0.821 eV

ORCA input file:
```
! wB97M-V def2-TZVPD RIJCOSX def2/J DEFGRID3
* xyz -2 3
Cr 1.045 -0.044 0.004
S 3.367 -2.682 3.212
Sb 3.195 -0.428 2.814
S 0.811 -0.057 2.303
S 3.397 -0.111 0.385
C 2.789 0.292 -2.769
C 1.683 0.092 -1.787
O 0.488 0.050 -2.059
H 2.431 0.255 -3.801
H 3.556 -0.460 -2.590
H 3.222 1.270 -2.554
C -3.596 -3.123 0.261
C -2.373 -3.199 -0.643
N -1.636 -1.964 -0.611
C -2.090 -0.819 -0.051
N -1.242 0.123 0.200
C -1.704 1.380 0.744
C -3.048 1.269 1.455
C -4.012 0.563 0.514
N -3.447 -0.722 0.192
C -4.321 -1.828 -0.085
H -3.283 -3.089 1.305
H -4.248 -3.985 0.110
H -2.697 -3.405 -1.676
H -1.708 -4.012 -0.336
H -0.591 -2.042 -0.523
H -1.767 2.116 -0.069
H -0.946 1.729 1.453
H -3.413 2.259 1.734
H -2.927 0.663 2.356
H -4.172 1.163 -0.397
H -4.988 0.406 0.988
H -4.627 -1.850 -1.146
H -5.226 -1.705 0.523
O 1.327 9.294 -0.786
C 1.062 8.483 0.304
O 0.793 9.036 1.357
C 1.123 7.057 0.084
C 0.929 6.185 1.177
C 0.943 4.826 1.032
C 1.140 4.233 -0.234
S 1.069 2.560 -0.564
C 1.365 5.105 -1.321
C 1.355 6.462 -1.174
H 1.551 8.736 -1.539
H 0.765 6.637 2.146
H 0.794 4.183 1.887
H 1.536 4.664 -2.293
H 1.515 7.062 -2.068
C 1.169 -5.377 -1.139
C 1.610 -4.652 0.142
C 3.110 -4.866 0.361
C 0.855 -5.174 1.371
C 1.340 -3.219 0.004
C 1.073 -2.042 -0.110
H 1.362 -6.449 -1.058
H 1.730 -4.984 -1.986
H 0.107 -5.226 -1.337
H 3.314 -5.922 0.548
H 3.437 -4.281 1.218
H 3.673 -4.545 -0.514
H 0.994 -6.253 1.481
H -0.214 -4.965 1.302
H 1.248 -4.670 2.252
*
```



No. 8
Entry from OMol25: a structure of composition C22H30GeN2O5RuS in a non-equilibrium geometry (ωB97M-V/def2-TZVPD).

Results
**Total energy**: -106448.0624 eV
**F_max**: 0.0957 hartree/bohr
**Relative energy (zero: lowest compared OMol25 entry of this formula, charge and spin)**: 31.92 kcal/mol
**M**: 608.24 u
**Orbital gap (alpha / beta)**: 7.4 / 7.4 eV
**HOMO energy (alpha / beta)**: -7.865 / -7.656 eV

ORCA input file:
```
! wB97M-V def2-TZVPD RIJCOSX def2/J DEFGRID3
* xyz 0 1
Ru 0.923 -1.161 -0.066
O 2.004 -3.438 0.234
C 3.028 -3.615 -0.748
C 3.862 -2.357 -0.866
N 3.043 -1.227 -1.312
C 3.694 0.051 -1.084
C 2.618 1.117 -1.152
O 2.743 2.119 -1.833
O 1.606 0.847 -0.389
C 2.622 -1.387 -2.721
C 1.227 -2.016 -2.910
O 1.053 -2.772 -3.845
O 0.338 -1.618 -2.057
H 2.414 -3.322 1.100
H 2.512 -3.825 -1.684
H 3.659 -4.469 -0.497
H 4.699 -2.538 -1.554
H 4.269 -2.110 0.118
H 4.492 0.261 -1.801
H 4.090 0.068 -0.068
H 3.347 -1.975 -3.287
H 2.550 -0.398 -3.180
C 0.313 -2.072 4.515
Ge -0.226 -1.435 2.722
C -0.819 -3.036 1.713
C -1.786 -0.287 3.012
C 1.329 -0.752 1.774
H -0.517 -2.601 4.988
H 0.589 -1.228 5.151
H 1.167 -2.749 4.454
H -1.854 -3.278 1.956
H -0.196 -3.898 1.951
H -0.765 -2.896 0.627
H -2.317 -0.650 3.893
H -2.440 -0.327 2.143
H -1.487 0.748 3.176
H 1.787 0.169 2.139
N -0.904 -0.044 -0.113
S -0.712 1.336 -1.028
C -0.808 2.574 0.251
C 0.252 3.457 0.381
C 0.204 4.418 1.383
C -0.888 4.480 2.237
C -1.936 3.573 2.105
C -1.901 2.618 1.105
C -2.346 1.488 -1.771
C -2.783 0.383 -2.495
C -4.007 0.429 -3.143
C -4.770 1.588 -3.105
C -4.303 2.703 -2.425
C -3.087 2.661 -1.757
H -1.432 -0.708 -0.678
H 1.099 3.386 -0.292
H 1.020 5.119 1.492
H -0.928 5.242 3.005
H -2.777 3.609 2.785
H -2.711 1.910 0.984
H -2.163 -0.506 -2.575
H -4.358 -0.438 -3.687
H -5.718 1.628 -3.625
H -4.885 3.615 -2.416
H -2.728 3.534 -1.229
*
```